DFT (ωB97M-V/def2-TZVPD) results for a molecular structure, C46H112N10O14Ti2 at a distorted geometry.

Its total charge is 0. Its expectation value of S² is 12.024. For the HOMO-LUMO gap (alpha / beta), the calculation gives 3.95 / 6.42 eV. Its multiplicity is 7. As for the HOMO energy (alpha / beta): -0.14512 / -0.29240 Eh. The lowest unoccupied orbital energy (alpha / beta) comes out at 0.0001 / -0.0563 hartree. The largest force on an atom is 0.093 Eh/bohr.

Last column: Löwdin charge in e.
CARTESIAN COORDINATES (ANGSTROEM)
Ti1 -16.98043 -2.37704 21.01876  0.93
Ti2 -14.58895 3.36940 22.86353  0.80
C1 -16.74705 0.60502 22.73478  0.03
C2 -16.25716 -0.66070 22.32807  -0.47
C3 -15.35658 -0.60117 21.25130  -0.25
O1 -15.08677 -1.89144 20.62419  -0.25
C4 -14.59905 0.58459 20.87732  0.01
C5 -14.85351 1.80292 21.38415  -0.41
C6 -16.03222 1.82802 22.42427  -0.32
O2 -16.62259 3.04752 22.71862  -0.20
O3 -14.26136 2.93982 21.08569  -0.21
O4 -16.79775 -1.73926 22.79936  -0.17
H1 -17.65252 0.73057 23.42621  0.13
H2 -14.03558 0.45959 19.90203  0.14
C7 -20.94787 0.86307 30.49049  -0.05
C8 -21.08815 -0.65748 30.20734  -0.51
C9 -20.77178 -1.33993 31.51999  -0.19
O5 -19.43050 -1.04925 32.03561  -0.19
C10 -18.42004 -1.76553 31.34065  -0.13
N1 -22.37489 -1.00995 29.86080  0.05
H3 -21.25411 1.38210 29.52630  0.08
H4 -19.94757 1.27749 30.69870  0.08
H5 -21.67469 1.19418 31.26620  0.09
H6 -20.25544 -1.01463 29.54704  0.12
H7 -20.92400 -2.48416 31.40352  0.15
H8 -21.34826 -0.97497 32.33684  0.11
H9 -18.58846 -2.83779 31.27887  0.08
H10 -17.48791 -1.62037 31.87612  0.08
H11 -18.15537 -1.34902 30.32444  0.08
H12 -22.84881 -0.32662 29.25728  0.09
H13 -22.34416 -1.86467 29.32121  0.08
C11 -22.61851 -0.62225 22.72097  -0.04
C12 -21.46414 -1.10335 23.66859  -0.43
C13 -21.38605 -2.58763 23.57425  -0.28
O6 -22.50896 -3.16262 24.17548  -0.18
C14 -22.65274 -4.52746 23.72494  -0.07
N2 -20.20210 -0.52329 23.13940  0.06
H14 -22.57395 0.47829 22.67313  0.06
H15 -23.61039 -0.97914 23.07266  0.08
H16 -22.49335 -1.13350 21.73905  0.07
H17 -21.68190 -0.77622 24.69057  0.14
H18 -20.45605 -2.93268 24.06518  0.13
H19 -21.31475 -2.80019 22.46064  0.12
H20 -21.68808 -4.97404 23.62342  0.07
H21 -23.07237 -4.44585 22.67659  0.11
H22 -23.34265 -5.03358 24.32725  0.07
H23 -20.27848 0.46515 23.36037  0.04
H24 -19.34885 -0.91819 23.61611  0.07
C15 -14.99088 -6.12161 19.32234  -0.06
C16 -15.24242 -5.02830 20.32761  -0.51
C17 -16.50244 -5.46577 21.01993  -0.21
O7 -17.00683 -4.57714 22.02163  -0.26
C18 -16.58959 -4.94770 23.35042  -0.06
N3 -14.14623 -4.82759 21.25138  0.08
H25 -15.87035 -6.27095 18.69251  0.09
H26 -14.63656 -7.03519 19.83430  0.10
H27 -14.19004 -5.79268 18.68243  0.08
H28 -15.51127 -4.25052 19.67268  0.10
H29 -16.34574 -6.46192 21.52094  0.15
H30 -17.20784 -5.59477 20.23529  0.11
H31 -16.22241 -4.06305 23.80575  0.06
H32 -15.69530 -5.61872 23.22601  0.10
H33 -17.34673 -5.46326 23.97066  0.10
H34 -13.34318 -4.36296 20.76900  0.11
H35 -14.52193 -4.04674 21.83046  0.07
C19 -17.77706 6.66493 18.75576  -0.08
C20 -17.04786 6.28972 20.01187  -0.47
C21 -17.84339 6.73989 21.19917  -0.24
O8 -17.19525 6.30664 22.36836  -0.19
C22 -17.90103 6.53715 23.55801  -0.12
N4 -16.96802 4.83677 20.03710  0.07
H36 -18.77701 6.21554 18.86849  0.09
H37 -17.31657 6.16333 17.94409  0.05
H38 -17.88663 7.71813 18.49028  0.08
H39 -16.02819 6.83436 20.02294  0.16
H40 -18.90954 6.43353 21.08389  0.13
H41 -17.87051 7.84296 21.07369  0.13
H42 -18.07134 5.67783 24.20743  0.07
H43 -18.85678 7.01735 23.36980  0.08
H44 -17.27764 7.23396 24.16740  0.09
H45 -16.51913 4.46489 20.84670  0.02
H46 -16.47958 4.45954 19.19758  0.07
C23 -16.29550 -2.58243 27.55706  -0.05
C24 -17.50463 -2.24855 26.75520  -0.47
C25 -18.76492 -2.32215 27.59012  -0.21
O9 -18.84657 -3.37741 28.52770  -0.20
C26 -19.10670 -4.60634 27.94499  -0.11
N5 -17.47177 -0.95913 26.11994  0.06
H47 -15.37367 -2.29197 27.07161  0.07
H48 -16.13583 -3.64039 27.78885  0.08
H49 -16.39416 -2.11221 28.49515  0.06
H50 -17.60481 -2.93172 25.90302  0.13
H51 -19.63147 -2.46404 26.85863  0.14
H52 -18.88515 -1.43212 28.10754  0.07
H53 -18.25711 -4.94850 27.32112  0.09
H54 -19.91802 -4.50747 27.23026  0.08
H55 -19.23653 -5.29984 28.75300  0.09
H56 -17.26136 -0.19919 26.79466  0.10
H57 -16.86486 -0.90030 25.30876  0.05
C27 -12.69632 -0.22084 23.58263  -0.03
C28 -12.45172 0.35656 24.97631  -0.40
C29 -13.25312 1.66563 25.09977  -0.14
O10 -12.94958 2.82938 24.25382  -0.35
C30 -11.81424 3.55053 24.56171  -0.11
N6 -12.95636 -0.50651 26.07251  0.06
H58 -11.90946 -0.93572 23.43835  0.07
H59 -12.54667 0.51685 22.77920  0.09
H60 -13.67354 -0.73218 23.65039  0.09
H61 -11.42382 0.55345 25.07068  0.11
H62 -13.12921 2.02462 26.13325  0.13
H63 -14.29536 1.45587 24.86734  0.11
H64 -11.82470 4.47710 23.92531  0.11
H65 -10.93984 2.92458 24.48645  0.09
H66 -11.88916 3.83195 25.60275  0.09
H67 -12.67196 -0.30163 26.99323  0.06
H68 -12.78548 -1.47997 26.06000  0.06
C31 -21.80889 3.93296 22.19575  -0.07
C32 -20.98773 3.85675 23.46854  -0.45
C33 -21.69658 3.19020 24.59056  -0.21
O11 -22.94148 3.85891 24.85891  -0.18
C34 -23.81020 3.22585 25.78542  -0.11
N7 -19.75830 3.06738 23.20377  0.05
H69 -21.38778 4.57685 21.35494  0.09
H70 -22.81740 4.26838 22.27166  0.05
H71 -22.02176 2.85374 21.75878  0.11
H72 -20.75625 4.90284 23.76962  0.14
H73 -21.07638 3.25397 25.47647  0.13
H74 -21.83534 2.17180 24.33939  0.09
H75 -24.29870 2.29436 25.44462  0.09
H76 -24.53820 3.95635 26.09127  0.07
H77 -23.35459 3.03473 26.78804  0.09
H78 -19.06818 3.50192 22.55214  0.08
H79 -19.27034 3.01443 24.10815  0.07
C35 -17.05131 -1.12088 16.97244  -0.03
C36 -15.89670 -0.17731 16.55702  -0.45
C37 -16.09505 1.28465 16.92695  -0.22
O12 -17.37248 1.80465 16.60903  -0.19
C38 -17.20470 3.07224 15.97583  -0.10
N8 -14.67851 -0.75686 16.99820  0.05
H80 -16.79753 -2.09412 16.60106  0.08
H81 -17.94006 -0.62110 16.64190  0.06
H82 -17.09947 -1.07519 18.05240  0.05
H83 -15.81870 -0.11502 15.45483  0.14
H84 -15.36549 1.88335 16.38221  0.10
H85 -15.97566 1.32928 18.06563  0.14
H86 -18.19332 3.39166 15.61056  0.09
H87 -16.39091 3.10253 15.26302  0.07
H88 -16.86545 3.85484 16.79351  0.10
H89 -13.92128 -0.17218 16.67942  0.07
H90 -14.58644 -0.82798 18.00812  0.06
C39 -21.39272 -2.31676 18.68167  -0.03
C40 -19.84578 -2.03056 18.88591  -0.39
C41 -19.61504 -0.56114 18.71613  -0.18
O13 -18.34870 -0.05879 19.20755  -0.25
C42 -18.36264 1.11361 19.90373  -0.12
N9 -19.32339 -2.33595 20.19256  0.02
H91 -21.67904 -3.33055 19.00174  0.08
H92 -21.66589 -2.17492 17.64951  0.07
H93 -22.03297 -1.65930 19.27522  0.06
H94 -19.29055 -2.65466 18.14706  0.14
H95 -20.38199 -0.04005 19.39821  0.15
H96 -19.81784 -0.20314 17.74822  0.11
H97 -19.01434 1.96139 19.51990  0.12
H98 -17.32570 1.39525 19.94786  0.07
H99 -18.79776 0.95907 20.91836  0.08
H100 -19.80449 -3.12765 20.58297  0.08
H101 -19.43029 -1.57210 20.83505  0.05
C43 -11.29666 3.79063 18.41843  -0.05
C44 -12.51919 4.78133 18.20676  -0.38
C45 -12.29243 5.62050 16.93244  -0.23
O14 -11.14072 6.41742 17.12282  -0.21
C46 -11.24852 7.77798 16.62133  -0.08
N10 -13.87671 4.16199 18.33279  0.04
H102 -11.57150 3.00491 19.13262  0.06
H103 -10.39805 4.29107 18.68307  0.05
H104 -11.13484 3.24478 17.46702  0.07
H105 -12.47091 5.56571 19.04272  0.15
H106 -13.15550 6.26846 16.85467  0.10
H107 -12.21631 4.96935 16.05957  0.12
H108 -10.34546 8.30871 16.85203  0.08
H109 -12.13595 8.29540 17.04725  0.09
H110 -11.44595 7.71800 15.55558  0.08
H111 -13.93226 3.22747 17.92861  0.05
H112 -14.25355 4.05756 19.30064  0.04

Cartesian forces (eV/Å) of the 3 atoms listed first:
-1.29 -1.95 -1.93
0.83 2.29 3.60
0.13 0.57 1.15